Here is one molecule with the formula C24H29N3O5 in a non-equilibrium geometry from the OMol25 dataset. Energies are from the ωB97M-V functional and the def2-TZVPD basis.

- orbital gap (eV) = 8.68
- SMILES = COc1cc(C(=O)NC[C@@H](c2ccco2)N2CCCC2)ccc1OCc1c(C)noc1C
- E_tot (eV) = -40064.524
- spin multiplicity = 1

Structure (XYZ):
```
61
Properties=species:S:1:pos:R:3:forces:R:3:nbo_charge:R:1
O -2.917 -1.364 -1.677 -0.1 0.4 0.3 -0.49
O -4.342 0.136 -0.160 0.2 -0.1 -0.2 -0.50
O 1.624 2.320 -0.308 0.0 0.2 0.2 -0.63
O 3.103 -2.326 0.113 -0.3 0.3 -0.2 -0.43
O -8.720 -0.073 0.374 -0.1 0.9 -0.1 -0.28
N 1.968 0.168 -0.893 -0.1 -0.3 -0.1 -0.62
N -8.176 -1.301 0.569 0.3 -1.2 0.1 -0.14
N 5.292 0.514 0.793 0.0 -0.1 0.0 -0.45
C -5.188 0.835 0.730 -0.3 0.2 0.3 -0.08
C -2.211 -2.197 -2.562 0.1 -0.1 -0.1 -0.25
C -0.878 -0.141 -1.142 -0.1 -0.1 0.0 -0.27
C 6.359 0.284 -0.178 0.3 -0.1 -0.1 -0.22
C -2.420 1.477 0.509 -0.3 -0.1 0.0 -0.31
C 4.097 -1.569 0.634 0.8 0.1 0.6 0.29
C -7.750 0.855 0.396 0.9 -0.3 0.2 0.36
C 3.401 0.304 -0.881 0.3 0.2 0.2 -0.25
C -2.235 -0.376 -1.032 -0.2 -0.1 0.1 0.25
C 4.578 -3.701 1.052 -0.5 -0.1 -0.3 -0.31
C -6.549 0.237 0.624 -0.5 0.3 -0.2 -0.21
C -5.965 -2.281 0.941 -0.1 -0.1 -0.1 -0.66
C -0.278 0.901 -0.429 -0.4 0.3 0.2 -0.15
C 1.174 1.208 -0.524 0.1 -0.1 -0.2 0.67
C -1.060 1.707 0.383 0.4 -0.1 -0.2 -0.16
C 6.452 2.574 0.402 -0.1 -0.1 0.0 -0.41
C 3.406 -3.615 0.372 0.5 -0.7 0.3 0.07
C 5.243 1.945 1.100 -0.1 0.2 0.3 -0.22
C -6.889 -1.146 0.719 -0.3 0.6 -0.1 0.19
C 6.680 1.648 -0.790 0.0 -0.1 0.1 -0.41
C -3.023 0.445 -0.191 0.1 -0.1 -0.1 0.35
C 5.029 -2.368 1.224 -0.4 0.5 -0.2 -0.30
C -8.127 2.276 0.201 -0.1 -0.2 0.1 -0.67
C 4.010 -0.078 0.501 -0.3 0.0 -0.2 -0.09
H 3.618 1.355 -1.085 0.0 -0.2 0.0 0.24
H -8.072 2.819 1.144 0.0 0.1 0.0 0.23
H -5.187 -2.267 0.180 0.1 -0.1 0.0 0.24
H 3.314 0.299 1.265 0.0 0.0 -0.1 0.22
H 6.074 -0.466 -0.915 0.0 0.0 0.0 0.20
H -1.758 -1.627 -3.380 0.0 0.0 0.0 0.18
H 6.264 3.605 0.111 0.0 0.1 0.1 0.22
H -4.813 0.735 1.761 0.1 0.1 -0.2 0.19
H -5.230 1.903 0.474 0.1 -0.1 0.1 0.19
H -3.003 2.117 1.151 -0.1 0.0 0.1 0.22
H -2.951 -2.884 -2.970 0.1 0.0 0.0 0.20
H -5.488 -2.188 1.916 0.1 -0.1 0.1 0.22
H 5.284 2.079 2.185 -0.1 0.2 -0.1 0.20
H 7.693 1.702 -1.183 0.0 0.0 -0.1 0.21
H -0.590 2.518 0.916 0.1 0.1 0.0 0.24
H 1.612 -0.773 -0.831 -0.1 0.1 0.0 0.41
H -0.282 -0.744 -1.807 0.0 -0.1 -0.1 0.22
H 4.314 2.400 0.739 0.0 0.0 0.0 0.20
H 5.918 -2.043 1.720 0.2 0.2 0.1 0.24
H -1.434 -2.770 -2.044 0.0 0.0 0.0 0.17
H 2.717 -4.358 0.024 -0.1 0.0 -0.1 0.20
H -6.516 -3.216 0.896 0.0 -0.1 0.0 0.23
H 5.980 1.882 -1.593 0.0 0.0 -0.1 0.20
H 7.237 -0.089 0.363 0.1 -0.1 -0.2 0.18
H 3.824 -0.318 -1.673 0.0 0.1 0.0 0.20
H 7.322 2.548 1.059 0.0 0.0 0.0 0.20
H -9.146 2.328 -0.174 0.0 0.1 0.0 0.24
H -7.454 2.751 -0.509 0.0 0.1 0.0 0.23
H 5.063 -4.594 1.389 0.0 -0.2 0.0 0.23
```
Positions in Å, forces in eV/Å.

---

Here is one molecule with the formula C24H29N5O3S in a non-equilibrium geometry from the OMol25 dataset. Energies are from the ωB97M-V functional and the def2-TZVPD basis.

- orbital gap (eV) = 8.35
- SMILES = Cc1ccc(NCc2nnc(SCC(=O)Nc3cccc(O)c3)n2C[C@@H]2CCCO2)c(C)c1
- E_tot (eV) = -49787.812
- spin multiplicity = 1

Structure (XYZ):
```
62
Properties=species:S:1:pos:R:3:forces:R:3:nbo_charge:R:1
S -3.073 -0.369 -0.623 -0.5 0.0 -0.1 0.28
O -0.415 -2.175 -1.560 0.1 0.2 0.0 -0.54
O 2.711 -3.584 2.464 0.2 0.1 0.1 -0.67
O -3.459 -3.635 0.209 -0.1 -0.2 -0.2 -0.62
N -0.446 0.357 -0.797 -0.3 0.1 0.9 -0.36
N 0.148 0.399 1.310 1.1 0.2 0.1 -0.30
N -1.866 -2.632 1.510 0.2 0.1 0.4 -0.64
N 2.390 2.128 0.548 0.3 -0.1 0.2 -0.61
N -1.153 0.061 1.262 -0.8 0.0 -0.2 -0.36
C 0.118 -5.729 1.109 0.1 0.1 0.1 -0.17
C 0.888 3.686 -0.585 0.1 -0.3 0.0 -0.29
C -0.828 -3.570 1.518 0.2 -0.4 -0.1 0.27
C 1.835 4.251 1.551 0.0 0.0 0.1 -0.06
C 1.347 -5.301 1.571 0.3 0.1 0.1 -0.30
C 2.682 3.914 2.744 -0.1 0.0 -0.1 -0.64
C 1.190 5.471 1.479 -0.1 -0.1 -0.2 -0.18
C -1.500 0.023 0.001 0.1 0.1 0.1 0.20
C -0.197 -1.771 -3.892 0.1 0.0 0.2 -0.43
C 1.684 3.330 0.499 -0.1 0.3 -0.1 0.23
C 0.254 4.914 -0.634 0.0 0.2 0.1 -0.19
C -1.443 -2.614 -3.624 0.1 0.0 0.3 -0.43
C 0.576 0.566 0.091 -0.2 0.0 0.0 0.32
C -3.734 -1.328 0.782 0.3 0.1 -0.2 -0.60
C -3.019 -2.675 0.805 -0.3 0.3 0.2 0.67
C 0.391 5.827 0.397 -0.1 0.0 -0.1 -0.05
C 0.167 -1.274 -2.487 0.1 0.3 -0.1 0.10
C 0.405 -3.130 1.991 0.1 0.0 0.0 -0.36
C -0.390 0.146 -2.214 0.2 -0.6 -0.4 -0.23
C -1.118 -3.197 -2.253 -0.2 -0.3 -0.2 -0.07
C 1.491 -3.990 2.016 -0.4 -0.1 -0.1 0.33
C -0.292 7.161 0.367 0.0 0.0 0.0 -0.62
C 1.963 1.002 -0.252 0.1 0.1 0.0 -0.26
C -0.975 -4.880 1.079 -0.3 -0.1 -0.1 -0.30
H -1.606 -3.383 -4.374 0.0 0.0 -0.1 0.22
H 1.253 -1.259 -2.317 -0.1 0.0 0.0 0.18
H -0.469 -4.078 -2.344 -0.1 0.0 0.0 0.17
H 2.202 -5.957 1.596 0.1 -0.1 0.0 0.22
H 0.241 0.901 -2.688 -0.1 0.0 0.0 0.22
H 2.271 3.056 3.280 0.0 -0.1 0.1 0.21
H -1.928 -5.220 0.714 0.0 0.0 0.0 0.25
H 2.656 -2.667 2.758 0.0 -0.1 0.0 0.48
H -0.960 7.267 1.221 -0.1 0.1 0.0 0.22
H -0.360 5.156 -1.490 -0.1 0.0 -0.1 0.20
H 2.659 0.178 -0.063 -0.1 0.1 -0.1 0.23
H -0.874 7.278 -0.544 -0.1 0.1 0.0 0.21
H -2.330 -1.982 -3.562 -0.1 0.0 0.0 0.21
H -1.997 -3.464 -1.667 0.1 0.0 0.0 0.22
H 2.029 1.260 -1.313 0.1 -0.1 0.0 0.21
H -3.594 -0.741 1.688 -0.1 0.0 0.0 0.25
H 0.006 -6.746 0.765 0.0 -0.1 0.0 0.21
H 2.716 4.755 3.431 0.0 0.0 0.1 0.22
H -1.408 0.229 -2.601 0.1 0.1 -0.1 0.22
H -1.597 -1.718 1.874 -0.2 -0.2 -0.2 0.44
H 3.701 3.675 2.441 0.1 -0.1 0.0 0.22
H 0.753 3.006 -1.412 0.0 -0.1 -0.1 0.19
H 0.516 -2.105 2.325 0.0 0.1 0.0 0.22
H -4.791 -1.468 0.558 0.1 0.0 0.0 0.26
H 0.605 -2.396 -4.284 0.0 0.0 -0.1 0.22
H 2.596 1.853 1.498 0.0 0.0 -0.1 0.39
H 0.441 7.966 0.416 0.0 0.1 0.0 0.21
H 1.307 6.172 2.293 0.0 0.1 0.1 0.20
H -0.372 -0.948 -4.581 0.0 0.0 -0.1 0.21
```
Positions in Å, forces in eV/Å.

---

Here is C24H29N6O3Pd as an isolated structure from the OMol25 dataset. Energies are from the ωB97M-V functional and the def2-TZVPD basis.

- orbital gap (eV) = 5.04
- E_tot (eV) = -43921.175
- net charge = -1
- spin multiplicity = 1

Structure (XYZ):
```
63
Properties=species:S:1:pos:R:3:forces:R:3:nbo_charge:R:1
Pd -0.459 -0.188 -0.849 0.1 0.0 0.4 -0.05
O -1.173 -2.712 -1.823 0.0 0.0 0.0 -0.74
O 1.612 0.069 2.294 -0.3 0.5 0.0 -0.72
O 4.165 0.762 2.807 0.0 0.0 0.0 -0.52
N 2.105 2.651 2.287 -0.2 0.4 -0.1 -0.63
N -1.294 1.256 -2.052 0.1 0.0 0.0 -0.48
N -4.127 2.633 -4.840 0.0 0.0 0.0 -0.80
N -0.039 -1.848 0.466 -0.3 0.0 -0.4 -0.24
N -1.228 -2.596 0.498 0.1 -0.1 0.1 -0.51
N 0.425 3.372 0.109 -0.1 -0.2 0.1 -0.64
C 2.593 -0.723 1.867 0.2 -0.1 0.0 0.37
C 3.351 -2.824 0.939 0.0 0.0 -0.1 -0.19
C -3.178 2.203 -3.916 0.0 0.0 0.0 0.18
C -1.957 1.672 -4.324 0.0 0.0 0.0 -0.31
C 1.688 2.656 -0.103 0.1 0.0 -0.1 -0.26
C -4.817 -4.752 0.501 0.0 0.0 0.0 -0.23
C 4.973 -1.281 1.774 0.0 -0.1 0.0 -0.31
C -3.565 -4.153 0.508 0.0 0.0 0.0 -0.22
C 0.868 3.408 2.513 0.1 0.0 0.0 -0.23
C 0.943 -2.460 0.995 0.0 0.1 0.1 0.05
C 4.668 -2.500 1.170 0.0 0.1 0.0 -0.25
C 2.678 3.013 0.985 -0.1 0.1 0.1 -0.23
C -2.472 1.774 -1.667 0.0 0.0 0.0 0.05
C 5.492 1.081 3.137 0.0 0.0 0.0 -0.25
C 2.304 -1.947 1.250 0.1 0.0 -0.1 -0.13
C -1.062 1.221 -3.374 0.0 0.0 0.0 0.06
C -3.053 -3.568 -0.648 0.0 0.0 0.0 0.01
C -5.078 -4.182 -1.815 0.0 0.0 0.0 -0.22
C -0.125 3.043 1.430 -0.1 0.0 -0.1 -0.25
C 3.950 -0.424 2.132 -0.1 0.1 0.0 0.21
C -1.691 -2.903 -0.700 -0.1 0.0 0.0 0.53
C -5.581 -4.766 -0.660 0.0 0.0 0.0 -0.25
C -3.428 2.244 -2.547 0.0 0.0 0.0 -0.31
C -3.820 -3.595 -1.808 0.0 0.0 0.0 -0.23
H -5.667 -4.187 -2.725 0.0 0.0 0.0 0.19
H 2.103 2.963 -1.067 0.0 0.0 0.0 0.19
H -4.362 2.635 -2.164 0.0 0.0 0.0 0.21
H -2.965 -4.117 1.407 0.0 0.0 0.0 0.23
H 1.530 1.567 -0.133 0.0 0.0 0.0 0.22
H 3.098 -3.776 0.485 0.0 0.0 0.0 0.21
H -1.706 1.600 -5.375 0.0 0.0 0.0 0.21
H 5.458 2.028 3.673 0.0 0.0 0.0 0.18
H -0.228 2.959 -0.554 0.1 0.1 -0.1 0.38
H 2.778 2.806 3.028 0.0 0.0 0.0 0.38
H -3.394 -3.150 -2.698 0.0 0.0 0.0 0.24
H 5.463 -3.184 0.900 0.0 0.0 0.0 0.20
H -3.756 2.900 -5.737 0.0 0.0 0.0 0.37
H 6.003 -1.030 1.982 0.0 0.0 0.0 0.20
H 0.790 -3.508 1.260 -0.1 0.0 0.1 0.17
H 6.117 1.199 2.245 0.0 0.0 0.0 0.17
H -4.792 3.302 -4.486 0.0 0.0 0.0 0.37
H -6.560 -5.232 -0.664 0.0 0.0 0.0 0.19
H -5.201 -5.210 1.406 0.0 0.0 0.0 0.19
H 3.610 2.465 0.854 0.0 0.0 0.0 0.21
H 1.066 4.490 2.479 0.0 0.0 0.0 0.16
H 2.886 4.092 0.947 0.1 0.0 0.0 0.16
H 5.942 0.321 3.785 0.0 0.0 0.0 0.17
H 0.475 3.151 3.498 0.0 0.0 0.0 0.20
H -1.040 3.624 1.575 0.0 0.0 0.0 0.19
H -0.112 0.796 -3.669 0.0 0.0 0.0 0.21
H -0.380 1.974 1.499 0.1 0.0 0.0 0.21
H -2.642 1.801 -0.600 0.0 0.0 0.0 0.21
H 1.820 1.083 2.311 0.2 -0.8 0.0 0.50
```
Positions in Å, forces in eV/Å.

---

How do the records compare in E_HOMO? In the order shown, they have -8.15 -7.87 -2.55 eV.